# 1
A gas-phase ion, C2H4N5 (charge +1), computed with ωB97M-V/def2-TZVPD.

Computed properties:
**Net charge**: +1

Element x y z (Å)
1 C 1.35321 0.54286 1.40901
2 C -0.44213 -0.12887 -0.02927
3 N 1.79552 0.32305 2.51764
4 N 0.42680 2.27662 4.84801
5 N 1.84950 0.81212 3.76690
6 N 0.97866 1.57135 4.21942
7 N 0.98567 0.39440 0.22117
8 H -0.33578 -0.63873 -0.96309
9 H -1.26469 0.55706 -0.02928
10 H -0.75467 -0.77403 0.69823
11 H 1.30554 0.86450 -0.64034

# 2
C2H4N6 in the gas phase, computed with ωB97M-V/def2-TZVPD.

Element x y z (Å)
1 H -1.81380 1.59009 -0.76693
2 N -1.81816 0.56712 -1.06420
3 C -0.75668 -0.13261 -0.71224
4 N -0.88303 -1.48611 -0.55047
5 N 0.41805 0.42719 -0.04387
6 C 1.58245 -0.21385 0.56945
7 N 2.05517 0.92951 1.15388
8 N 1.27546 2.00473 0.91521
9 N 0.37327 1.64500 0.15201
10 H -1.83330 -2.02555 -0.51199
11 H -0.45236 -2.11978 0.24397
12 H 1.85294 -1.18573 0.61518

# 3
C2H4N6 in the gas phase, computed with ωB97M-V/def2-TZVPD.

Element x y z (Å)
1 H -1.91103 1.33327 -0.54240
2 N -1.88095 0.88516 0.36316
3 C -0.80277 0.27249 0.50385
4 N -0.60564 -0.58935 1.65493
5 C 0.45137 -1.32077 1.57783
6 N 1.37826 -1.42688 0.52102
7 N 1.27999 -0.67437 -0.43546
8 N 0.30478 0.24372 -0.42627
9 N 0.13834 0.98254 -1.59040
10 H 0.67462 -1.96019 2.40955
11 H 0.24347 0.43183 -2.46093
12 H 0.72955 1.82256 -1.57487

# 4
C2H4N6 in the gas phase, computed with ωB97M-V/def2-TZVPD.

Element x y z (Å)
1 N 2.95848 -0.36453 0.00855
2 N 1.49071 -0.35918 -0.23472
3 C 0.75633 0.64911 -0.27593
4 N -0.68368 0.01287 -0.32170
5 N -1.68135 1.03788 -0.03633
6 C -2.68195 0.16396 -0.00502
7 N -2.36025 -1.19510 -0.02781
8 N -1.13196 -1.17643 -0.17450
9 H 3.37656 0.46519 0.58112
10 H 3.04236 -1.46918 0.23109
11 H 0.74734 1.79531 -0.03145
12 H -3.83258 0.44009 0.28670

# 5
A molecular structure, C2H4NO2, computed with ωB97M-V/def2-TZVPD.

Computed properties:
**Net charge**: -1

Element x y z (Å)
1 C -0.32533 -0.47475 -0.79481
2 C -0.93380 0.23461 0.43185
3 N -0.19126 -0.78304 0.56956
4 O 0.38807 -1.63653 1.35212
5 O -1.56697 1.23162 0.77602
6 H -0.92831 -1.11704 -1.45266
7 H 0.47658 0.03180 -1.42639
8 H 1.55077 1.34400 0.67905
9 H 1.53027 1.16934 -0.13474

# 6
A molecular structure, C2H4NO2, computed with ωB97M-V/def2-TZVPD.

Computed properties:
**Net charge**: -1

Element x y z (Å)
1 C 0.57464 -1.20934 0.26787
2 C 0.05908 -0.01202 -0.62016
3 N 1.14192 0.06362 0.06675
4 O 2.33164 0.57680 0.17797
5 O -1.95982 1.26787 -0.12961
6 H -0.02300 -1.39784 1.27359
7 H 0.63191 -2.04582 -0.43385
8 H -1.16990 0.58032 -0.65353
9 H -1.58648 2.17642 0.05095

# 7
2 unconnected molecules or ions with the total composition C2H4NO2, computed with ωB97M-V/def2-TZVPD.

Computed properties:
**Net charge**: -1

Element x y z (Å)
1 O -0.09574 -0.05925 -1.95661
2 C 0.95603 0.60058 -1.73603
3 O 1.22227 1.35643 -0.76101
4 H 1.79413 0.59596 -2.45505
5 C -0.47689 -0.24768 1.25963
6 N -1.48288 -1.03268 1.11369
7 H -0.04664 0.18970 0.32256
8 H 0.06132 -0.08007 2.22726
9 H -1.93159 -1.32298 1.98556

# 8
A gas-phase ion, C2H4NO2 (charge +1), computed with ωB97M-V/def2-TZVPD.

Computed properties:
**Net charge**: +1

Element x y z (Å)
1 O -2.71428 -0.61708 -1.36218
2 N -1.84542 -0.10815 -0.86067
3 C -0.25486 -0.68435 -0.28372
4 C -0.25738 0.79535 0.08954
5 O -1.46477 1.12130 -0.62486
6 H 0.37700 -1.17265 -1.09552
7 H -0.17855 -1.52017 0.48322
8 H -0.38055 0.86764 1.11329
9 H 0.75205 1.41894 -0.11838

Calculated DFT total energy (eV), listed in the same order as above: -9576.9860; -11075.6143; -11076.3224; -11074.0588; -7720.2001; -7719.3541; -7724.1879; -7710.4533
Calculated ΔE to the lowest compared entry with this formula, charge and spin (kcal per mole), listed in the same order as above: 62.2; 60.0; 43.7; 95.9; 124.8; 144.3; 32.8; 126.9